{"formula": "C33H28IMnN4O5", "method": "ωB97M-V/def2-TZVPD", "spin_multiplicity": 6, "s2": 8.839, "total_charge": -1, "species": ["C", "H", "C", "O", "H", "O", "C", "C", "C", "H", "C", "C", "C", "C", "H", "H", "H", "H", "H", "N", "N", "O", "H", "C", "C", "C", "O", "H", "C", "C", "H", "H", "C", "H", "C", "N", "C", "I", "C", "C", "C", "H", "C", "O", "N", "H", "H", "H", "C", "C", "H", "C", "C", "C", "H", "Mn", "H", "C", "H", "C", "H", "H", "C", "H", "H", "H", "C", "H", "C", "C", "C", "H"], "coordinates": [[1.032, 4.247, 5.674], [1.273, -3.308, -4.244], [2.934, 2.803, 2.814], [-2.126, -0.082, -1.383], [3.501, 1.863, 0.985], [1.807, -4.107, -4.319], [-2.708, 1.455, 0.274], [-0.528, 3.383, 4.050], [0.272, 2.312, 1.940], [-2.426, -0.822, 1.539], [-3.150, 0.618, -0.772], [0.532, 2.970, 3.209], [4.097, 1.151, -3.011], [1.412, -4.239, -1.901], [5.158, 1.013, -2.841], [2.763, -5.378, -3.078], [4.339, 2.958, -4.158], [-0.975, -4.007, 2.185], [-1.121, 4.309, 5.871], [-1.041, 2.164, 1.633], [0.122, -5.452, -0.263], [0.758, -1.521, 1.640], [-5.754, 2.711, 1.095], [2.075, 3.855, 4.880], [-4.472, 0.519, -1.142], [-0.410, -4.290, 0.127], [-0.782, -1.955, 0.045], [1.904, 3.267, -4.463], [-3.683, 2.210, 0.936], [1.335, -1.811, -2.161], [-6.468, 1.211, -0.740], [-1.787, -1.901, 2.790], [-5.019, 2.116, 0.567], [-2.295, -3.756, 1.042], [3.197, 0.251, -2.472], [-1.360, 1.440, 0.554], [2.389, -4.356, -3.036], [-0.647, 1.876, -3.669], [-1.551, -1.054, 2.141], [-0.389, -1.478, 1.296], [0.870, -2.968, -1.499], [3.552, -0.562, -1.852], [1.010, -5.386, -1.264], [1.289, 1.353, -0.037], [0.917, -0.529, -2.072], [-3.062, -1.867, -1.836], [-1.540, 3.191, 3.721], [3.254, -3.700, -2.882], [-5.425, 1.281, -0.460], [-0.071, -3.075, -0.440], [2.152, -1.972, -2.858], [1.377, 1.923, 1.151], [3.644, 2.242, -3.738], [-2.446, -1.104, -2.315], [3.950, 2.986, 3.144], [-0.176, 0.296, -0.572], [-4.775, -0.139, -1.945], [1.814, 0.392, -2.645], [3.098, 4.032, 5.193], [1.853, 3.213, 3.640], [1.219, 4.738, 6.622], [1.428, -6.336, -1.585], [-0.288, 4.004, 5.247], [-1.699, -5.401, 1.380], [-1.274, -0.200, 2.753], [-3.361, 2.862, 1.734], [2.689, 2.183, 1.628], [-1.497, -1.527, -2.634], [1.385, 1.506, -3.370], [-1.411, -4.361, 1.247], [2.280, 2.418, -3.909], [-2.961, -0.681, -3.180]]}

***

{"formula": "C16H19CrF6IN4O4S2Si", "method": "ωB97M-V/def2-TZVPD", "spin_multiplicity": 4, "s2": 3.782, "total_charge": 1, "species": ["H", "C", "C", "C", "H", "Si", "C", "C", "H", "H", "F", "O", "C", "H", "C", "H", "H", "H", "C", "C", "H", "C", "C", "C", "H", "Cr", "F", "S", "O", "F", "N", "H", "F", "O", "H", "F", "N", "C", "C", "H", "H", "H", "H", "H", "I", "H", "F", "C", "H", "S", "C", "N", "N", "O"], "coordinates": [[3.089, -4.168, 1.826], [3.485, -1.309, 0.032], [2.287, -3.428, 1.886], [-2.895, -1.375, 0.528], [-0.362, -4.296, 0.474], [2.109, -2.539, 0.247], [-0.325, 2.569, 3.496], [0.331, 1.900, 4.521], [-3.591, 0.492, 1.313], [1.186, -0.868, 2.768], [1.535, -0.923, -3.520], [1.751, 3.529, -0.977], [2.080, -3.756, -1.164], [2.548, -2.741, 2.696], [-3.810, -0.193, 0.493], [-4.848, -0.507, 0.573], [1.790, -3.274, -2.099], [4.441, -1.821, 0.167], [3.469, 1.904, -2.113], [-1.080, -3.490, 0.514], [3.083, -4.170, -1.302], [0.886, 0.651, 4.283], [-2.432, -3.725, 0.603], [0.776, 0.100, 3.023], [-3.685, 0.353, -0.445], [-0.087, 0.155, 0.082], [3.757, 2.831, -3.004], [1.759, 2.202, -1.481], [-0.531, 0.054, -1.867], [4.307, 1.971, -1.091], [0.588, -1.634, 0.300], [-2.794, -4.744, 0.655], [3.540, 0.702, -2.672], [1.580, 1.131, -0.471], [1.376, -3.955, 2.176], [1.109, 0.379, -5.200], [0.143, 0.742, 2.033], [-3.352, -2.670, 0.607], [0.582, -0.272, -4.183], [0.406, 2.356, 5.499], [1.400, 0.108, 5.063], [1.405, -4.597, -0.995], [-0.766, 3.544, 3.643], [3.442, -0.491, 0.754], [-1.335, 2.773, 0.599], [3.484, -0.879, -0.970], [-0.327, -1.132, -4.606], [-0.389, 1.941, 2.272], [-4.413, -2.861, 0.662], [-0.234, 0.919, -3.030], [-0.661, -2.155, 0.446], [-1.569, -1.146, 0.476], [0.841, 2.009, -2.724], [-1.360, 1.454, -3.702]]}

***

{"formula": "C60H148O22S14", "method": "ωB97M-V/def2-TZVPD", "total_charge": 0, "species": ["H", "H", "H", "H", "H", "H", "H", "C", "H", "H", "H", "H", "C", "C", "H", "H", "H", "H", "S", "C", "C", "H", "H", "C", "C", "H", "C", "H", "H", "C", "H", "S", "O", "H", "H", "C", "C", "H", "H", "H", "H", "H", "C", "H", "H", "H", "H", "H", "S", "S", "C", "H", "H", "H", "H", "H", "H", "H", "H", "H", "H", "H", "H", "H", "H", "S", "H", "H", "S", "H", "H", "O", "S", "O", "O", "H", "H", "H", "H", "O", "H", "H", "H", "H", "C", "H", "O", "H", "H", "C", "H", "C", "C", "C", "C", "H", "O", "H", "H", "O", "C", "H", "C", "H", "H", "C", "O", "S", "H", "H", "H", "H", "C", "C", "C", "H", "H", "H", "H", "C", "C", "O", "H", "H", "C", "H", "O", "H", "H", "H", "H", "C", "C", "H", "H", "C", "C", "C", "H", "C", "H", "H", "H", "S", "H", "O", "C", "H", "H", "H", "C", "C", "C", "O", "C", "H", "H", "C", "C", "S", "H", "H", "S", "H", "C", "H", "H", "C", "H", "C", "S", "H", "H", "H", "H", "O", "H", "H", "H", "O", "S", "C", "C", "H", "H", "C", "H", "H", "O", "C", "O", "C", "C", "H", "H", "C", "H", "H", "O", "C", "H", "O", "H", "H", "C", "O", "C", "H", "H", "H", "H", "H", "H", "H", "C", "H", "O", "H", "S", "H", "H", "C", "H", "H", "C", "H", "C", "C", "C", "H", "H", "H", "H", "H", "H", "H", "H", "H", "H", "H", "O", "H", "H", "H"], "coordinates": [[4.598, 4.447, 3.879], [-5.513, -0.853, 7.414], [5.834, 0.266, -4.817], [5.463, 3.366, -2.861], [-1.554, 2.114, 2.210], [5.197, -0.026, -2.161], [-2.420, -4.823, 4.577], [-6.840, 1.617, 2.846], [0.734, -0.711, -2.287], [-3.195, -3.454, 2.109], [-7.155, 5.173, -1.514], [-6.240, -0.813, -1.350], [-6.431, 4.645, -2.220], [3.705, -1.031, 5.192], [-4.727, 2.453, -5.015], [-2.632, 1.707, 3.587], [-8.308, 0.810, 0.785], [-6.113, -2.892, 0.786], [-2.354, 3.968, -1.663], [0.050, -2.781, 0.941], [-8.348, 2.884, -2.179], [4.024, -4.900, -2.960], [2.841, 7.958, -4.108], [2.235, 3.286, 1.398], [4.291, 7.866, -2.419], [0.532, 0.974, 5.225], [-3.209, -3.311, 3.185], [2.082, -8.669, -0.712], [5.017, 7.628, -3.156], [6.564, 1.679, -1.692], [2.240, 3.333, 0.289], [0.125, 0.864, -0.605], [-6.269, -0.801, 2.124], [-2.046, 0.188, -6.607], [0.098, 0.837, -2.842], [-0.832, 4.769, -1.339], [0.813, 0.385, -2.144], [-4.106, -9.304, 0.366], [1.081, -2.648, -4.407], [5.456, -2.023, -5.022], [-2.432, -8.933, 0.254], [-1.278, -4.362, 3.258], [3.668, 4.049, 3.494], [-2.934, -6.749, 1.205], [1.071, 8.275, 2.963], [2.098, -7.268, -1.747], [4.351, -2.495, -2.010], [-8.481, 3.207, -3.233], [0.609, -7.138, 0.186], [2.337, -3.813, -1.858], [5.631, 0.495, -1.287], [-7.558, 2.173, 3.464], [-0.182, 4.958, -6.146], [-4.417, -0.559, -1.566], [6.035, -0.103, 3.005], [2.492, 5.294, -4.612], [-1.074, -5.649, -0.099], [2.671, -1.308, 5.110], [-2.064, 0.753, -1.447], [-1.347, 2.923, 5.051], [-5.243, -6.380, -1.500], [-0.423, 7.401, 4.663], [2.966, -1.719, -2.852], [-9.267, -0.653, 1.316], [3.639, 0.611, -0.684], [-3.963, 0.859, 6.885], [6.102, -0.255, -0.678], [7.252, -5.325, -0.618], [-2.484, 1.607, -4.721], [-4.195, -7.710, 1.990], [8.052, -6.182, 1.577], [-4.719, 1.209, 5.607], [1.673, -2.260, 1.643], [0.872, 0.168, 0.501], [3.706, 5.477, 1.389], [-2.724, 1.770, -7.041], [2.434, 4.211, -6.146], [-5.139, -0.759, 0.020], [0.010, 5.616, -4.533], [-4.833, -6.718, 0.355], [-4.129, 2.651, -3.434], [4.799, 1.506, 0.405], [1.402, 0.927, 3.670], [4.322, 7.008, -0.306], [-3.414, -8.514, 0.082], [3.622, 1.622, -5.843], [0.732, 2.308, -5.590], [3.623, 3.011, 3.872], [-1.273, 4.507, -4.774], [-1.429, -2.885, 4.845], [-4.072, 3.426, -0.151], [-3.758, -7.430, 1.020], [-4.432, -0.789, 7.281], [-0.222, 4.716, -5.079], [4.565, -1.383, 3.971], [4.679, -1.773, -6.639], [6.826, -3.082, 1.286], [-1.950, -3.812, -2.213], [-4.250, -8.596, -1.955], [-2.411, -1.850, 4.825], [7.285, -5.402, 1.559], [-3.976, -1.478, 6.549], [3.683, 0.737, -5.223], [-8.712, 1.891, -1.991], [6.484, -0.543, 4.749], [-1.051, 6.983, 3.881], [1.294, -1.346, 2.770], [-7.422, -0.081, 2.832], [3.933, 0.770, 6.365], [5.703, -5.914, -0.020], [-3.790, -1.146, 3.427], [-2.161, -1.508, 2.897], [-2.065, -4.007, 3.969], [-5.210, -1.035, -0.994], [-0.978, 2.994, 4.008], [-0.420, 0.038, 2.700], [-0.639, -1.946, 1.073], [2.258, 2.261, 1.683], [-6.239, -4.424, -0.090], [-2.802, 0.929, -6.372], [-3.659, -7.942, -1.304], [-6.558, 2.989, -0.236], [-0.449, -2.595, 4.459], [-4.616, 1.061, -3.860], [2.087, -3.781, 2.427], [0.469, -3.123, -6.034], [-3.694, -3.146, -0.571], [-0.409, -3.639, 1.355], [-1.604, 7.804, 3.387], [-1.191, -0.110, 4.239], [8.760, -3.878, 1.104], [1.448, -7.929, -1.167], [4.512, 1.209, -0.600], [2.486, -5.336, -3.625], [1.215, -4.023, 2.977], [-1.424, -3.065, -2.829], [-0.390, -6.037, -0.838], [5.599, 2.883, -1.865], [-1.557, -0.856, -1.128], [-2.943, -1.833, 3.487], [-4.555, 1.474, 9.098], [-3.047, 4.783, 0.480], [3.263, -3.679, -3.992], [3.773, 4.031, 1.822], [-0.358, -1.741, -5.027], [0.409, 2.673, 3.841], [2.901, 7.899, -3.077], [-3.588, -5.741, -1.014], [2.370, -0.463, -6.466], [-1.905, 0.293, 0.246], [5.687, -0.289, 4.060], [-1.650, 1.886, 3.255], [-3.072, 3.785, -0.033], [5.003, 0.830, 4.524], [1.034, 7.504, 2.197], [8.107, -3.668, 2.736], [5.512, 0.293, -6.455], [-4.987, 1.650, 8.137], [3.297, -2.306, -1.932], [-0.878, -3.906, -4.336], [3.280, 3.616, -4.731], [-5.469, 4.963, -1.909], [-6.552, 2.939, -1.714], [4.868, 5.977, -1.562], [-4.322, -6.595, -0.973], [4.583, 8.828, -2.020], [-0.328, 4.330, -0.463], [0.494, 1.245, 4.140], [-1.349, -3.158, 5.912], [4.135, 6.768, -1.318], [0.024, 6.138, 2.703], [2.943, -1.855, -1.029], [2.734, 5.101, -1.571], [0.541, 7.884, 1.327], [3.712, 1.036, -4.183], [2.229, 6.635, -2.797], [-5.979, 1.159, 8.030], [1.850, 0.731, -2.296], [-6.567, 4.753, -3.313], [-3.256, 4.940, -2.370], [-4.983, -2.748, -1.239], [5.989, -3.780, 0.381], [-6.227, -3.357, -0.184], [6.482, -5.632, 2.296], [7.204, 1.929, -0.861], [5.071, 0.063, -5.512], [-1.071, 5.803, -1.099], [-8.825, 3.537, -1.475], [2.702, -4.605, -0.596], [6.521, -5.222, 0.199], [-0.385, -8.115, 0.727], [-4.142, 1.957, -4.248], [0.196, -2.708, -5.014], [-0.515, -2.694, -2.304], [-9.482, 0.969, 1.996], [2.463, 4.257, -5.027], [-2.771, -7.771, -1.851], [2.038, 6.410, -0.615], [-0.066, -5.181, -4.051], [-1.524, 0.155, -0.742], [0.227, -5.261, -1.305], [-0.802, 5.732, 1.559], [-4.164, -3.551, 3.612], [-1.714, 6.297, 4.353], [4.686, -1.450, -5.601], [3.379, -1.554, -5.020], [2.677, -0.354, -5.407], [-2.530, 3.058, 0.519], [1.768, -0.262, -4.761], [1.361, 3.780, 1.831], [-0.998, -6.527, -1.561], [5.978, 3.680, -1.165], [0.209, -2.849, -0.125], [5.913, -3.260, -0.560], [2.698, 6.184, -1.531], [-4.070, -1.070, 8.259], [4.310, 2.437, -1.437], [2.370, -4.635, 1.723], [0.917, 3.448, -4.637], [4.023, -1.269, 3.006], [-1.257, 3.965, 3.564], [3.080, -4.467, -3.296], [2.360, 8.748, -2.572], [2.829, 4.625, 3.841], [7.844, -3.988, 1.735], [7.205, 1.437, -2.528], [3.830, 0.473, 5.292], [-8.760, 0.256, 1.586], [-0.779, 0.614, 3.552], [-3.761, 0.451, -6.330], [-4.926, 2.748, 7.952], [1.967, 7.159, 1.896], [-6.774, 1.940, 1.846], [2.947, -3.557, 3.077], [2.928, 0.942, 4.812], [-5.894, 1.608, 3.372], [5.047, -3.903, 0.875], [4.912, -2.411, 4.010], [-7.171, -3.109, -0.624], [-2.056, -2.252, -3.092], [-2.050, 0.411, -3.921], [0.669, -8.370, -1.822], [-0.181, 4.697, -2.186], [4.102, -1.490, 6.092]]}

***

{"formula": "C6H10NO", "method": "ωB97M-V/def2-TZVPD", "total_charge": 1, "species": ["H", "H", "H", "H", "H", "C", "H", "C", "N", "O", "C", "C", "H", "C", "H", "H", "C", "H"], "coordinates": [[1.101, 0.716, -0.969], [2.026, -1.374, -0.656], [0.463, -2.163, -0.644], [1.561, -2.344, 1.636], [1.959, -0.471, 3.020], [-0.924, 0.219, -0.587], [-1.254, 2.249, -0.068], [1.427, -0.305, 2.073], [-1.376, 1.583, -0.819], [1.224, 0.827, 1.696], [0.374, -0.031, -0.679], [1.022, -1.330, -0.243], [-2.338, 1.280, -2.614], [-2.082, 1.951, -1.803], [-2.427, 2.969, -1.958], [-1.645, -0.484, -0.248], [0.959, -1.528, 1.284], [-0.069, -1.765, 1.578]]}

***

{"formula": "C29H19BrCl7N4O5SW", "method": "ωB97M-V/def2-TZVPD", "total_charge": -1, "species": ["H", "Cl", "O", "H", "H", "C", "H", "Br", "O", "C", "H", "C", "Cl", "C", "C", "H", "H", "C", "C", "C", "H", "H", "O", "C", "Cl", "H", "H", "Cl", "C", "N", "C", "Cl", "H", "W", "C", "Cl", "C", "Cl", "C", "C", "C", "C", "H", "C", "H", "H", "C", "C", "C", "C", "O", "S", "O", "C", "N", "H", "C", "C", "C", "N", "H", "H", "H", "C", "C", "N", "C"], "coordinates": [[-5.393, -4.742, -3.493], [-0.473, 3.616, -0.218], [1.522, -0.297, 0.847], [-1.397, 3.388, 3.331], [3.806, 3.371, -0.907], [-3.400, -3.999, -3.779], [-5.397, -4.263, -1.055], [4.353, 3.534, -3.803], [-2.289, 2.214, -2.066], [-1.434, -1.063, 4.423], [5.954, 0.385, 1.467], [2.120, 2.070, -0.646], [1.028, -1.132, 3.390], [-1.689, 1.523, -1.277], [-2.582, -0.341, 2.041], [2.125, 1.699, -4.463], [2.352, -2.195, -2.442], [3.839, 0.106, 1.260], [-3.403, -0.610, 3.134], [-2.816, -0.933, 4.351], [0.899, 5.510, 1.834], [4.691, -1.664, -2.068], [-1.372, 0.263, -1.455], [2.815, -0.417, 0.486], [-2.990, 2.426, 2.860], [6.499, -0.754, -0.656], [-0.906, 5.038, 3.135], [-3.352, 0.000, 0.534], [2.117, 1.810, -3.389], [-0.067, -2.264, -1.913], [-1.193, -2.369, -1.254], [-3.786, -1.207, 5.732], [-3.391, -4.213, -4.838], [-0.125, -0.096, 0.070], [1.147, 1.242, -1.221], [-5.101, -0.518, 3.008], [3.056, 2.605, -2.764], [-0.697, -1.539, 5.896], [0.492, 3.692, 2.624], [3.069, 2.749, -1.391], [-2.308, -3.411, -3.184], [-3.449, -3.423, -1.054], [-1.427, -3.162, -3.753], [-0.663, -0.831, 3.287], [-2.719, -2.664, 0.512], [3.589, 0.618, 2.178], [-2.315, -3.087, -1.821], [5.163, -0.013, 0.851], [4.473, -1.179, -1.129], [5.471, -0.665, -0.339], [-1.248, -1.809, -0.040], [0.977, 2.073, 2.620], [-3.512, -3.182, 0.272], [2.109, -1.615, -1.560], [-0.614, 4.076, 3.234], [2.054, 4.304, 1.510], [-4.526, -4.301, -3.022], [3.116, -1.080, -0.752], [-1.090, 1.985, 0.055], [1.319, 4.635, 2.114], [-1.852, 2.139, 0.857], [0.430, 0.546, -3.143], [2.133, 2.201, 0.432], [1.168, 1.148, -2.619], [-4.541, -4.028, -1.668], [0.806, -1.500, -1.221], [-1.177, -0.397, 2.056]]}

***

Calculated total energy: -3318.28491, -4168.22658, -9604.18334, -364.30109, -7972.49034 (a.u.)